DFT (wB97M-V/def2-TZVPD) results for a 2-piece molecular cluster, C5H7N2S overall.

```
15
Properties=species:S:1:pos:R:3:forces:R:3
C -0.7941 -1.3495 -1.3213 1.5885 0.5703 1.2367
C -2.4686 1.9939 -1.8074 -0.5733 1.3639 -0.0837
C 0.6290 -0.4410 0.5018 -1.1353 0.7987 2.2591
C 0.2046 0.7016 1.4225 1.7665 -1.3165 2.1116
C 1.9304 -1.1752 0.6914 -2.5889 0.2413 -3.5435
N -1.7834 1.1300 -1.5389 0.3793 -0.5589 0.0076
N -0.3162 -0.8075 -0.2983 -0.2568 -1.3420 -1.7799
S -1.3075 -1.9306 -2.6338 -0.1713 0.0586 0.4445
H -3.0341 2.8879 -1.9912 -0.0763 -0.2511 -0.1055
H 0.4691 0.5557 2.5973 -0.6474 -0.0463 -2.9214
H -0.8049 0.9601 1.2573 -1.1640 0.0169 0.0502
H 0.7712 1.5626 1.1453 0.7662 0.7727 -0.2585
H 1.5987 -2.1920 0.7267 0.3397 -0.9365 0.0653
H 2.4571 -0.8907 1.5141 1.4086 0.9379 2.1469
H 2.4487 -1.0051 -0.2655 0.3643 -0.3091 0.3706
```
Positions in Å, forces in eV/Å.

Net charge: +1
E in eV: -19104.5780
Molecular weight in g/mol: 127.19

***

DFT (wB97M-V/def2-TZVPD) results for a 5-piece molecular cluster, C10H29BrNO4 overall.

```
45
Properties=species:S:1:pos:R:3:forces:R:3
Br 2.4097 -18.5866 -3.8741 0.3956 0.2101 -0.5490
C 6.2202 -19.7531 -6.6283 -0.5877 0.0822 -0.2767
C 6.5498 -18.7945 -5.4788 -0.6944 -1.3452 -0.4743
O 5.7682 -19.1842 -4.3862 1.3875 -0.3477 1.1819
H 6.6362 -19.3798 -7.5641 -0.2049 -0.2751 -0.2780
H 5.1606 -20.0041 -6.6760 -0.4286 0.9765 -0.4509
H 6.5374 -20.7765 -6.4281 1.0060 0.1657 0.2101
H 6.4235 -17.7225 -5.6306 0.0017 -0.0186 -0.6259
H 7.6084 -19.0224 -5.3543 0.1494 0.4095 1.0232
H 4.8272 -19.0907 -4.5520 -0.6811 0.3489 -0.0738
C 3.8674 -15.6348 -8.1401 0.6051 2.1985 -2.1450
C 4.5431 -16.5600 -7.2297 -1.8773 -1.0521 0.3724
O 4.1215 -16.2143 -5.9381 0.6906 0.0018 0.8636
H 2.8168 -15.3463 -8.1041 -0.2078 -0.9876 0.8227
H 4.0403 -15.9463 -9.1702 0.2184 0.1985 -0.3129
H 4.3576 -14.6770 -7.9654 0.1276 0.3906 -0.4536
H 5.6266 -16.5436 -7.3478 -0.0076 -0.0312 0.0258
H 4.1137 -17.5383 -7.4455 0.7156 -0.5934 -0.0356
H 3.5292 -16.9300 -5.6965 -0.2149 -0.3077 0.9753
C 1.9652 -13.4832 -5.5010 0.9897 -0.3540 0.7759
C 1.4789 -14.3134 -4.2670 -1.7405 1.4055 -2.3719
O 1.0741 -15.5070 -4.9008 0.1452 -0.7497 0.6325
H 2.7362 -14.2056 -5.7691 0.4285 0.6484 -0.8964
H 2.3959 -12.4913 -5.3640 0.2059 0.0350 0.5166
H 1.2664 -13.3682 -6.3296 -0.4006 -0.4779 0.3480
H 0.5080 -13.9388 -3.9428 0.3283 0.4424 0.8970
H 2.2460 -14.3729 -3.4949 -0.1786 -0.2660 0.0224
H 1.8018 -16.1314 -4.8545 -0.0096 -0.6655 0.1615
C 1.2108 -22.6487 -1.3443 -0.3097 -0.3181 -0.5453
C 0.8971 -21.3063 -2.0277 0.2924 0.6947 1.8270
C -0.2087 -21.4784 -3.1042 -0.1433 -0.1599 0.5593
O -0.7803 -20.2806 -3.5051 -0.9756 1.0763 -1.7361
C -1.6810 -20.3718 -4.6533 1.1400 1.2306 0.7351
N 0.5342 -20.3670 -0.9000 -0.8952 -0.1627 -0.6922
H 2.0472 -22.6696 -0.6458 0.3244 0.5223 -0.3283
H 1.3595 -23.4530 -2.0648 -0.0161 -0.2273 -0.0279
H 0.3631 -22.8846 -0.7011 -0.3168 -0.3117 -0.1896
H 1.7782 -20.8350 -2.4632 -0.0916 -0.2124 -0.3377
H -1.0441 -22.0766 -2.7403 -0.0398 -0.6729 0.5728
H 0.1919 -22.0250 -3.9579 0.4360 -0.0864 -0.1444
H -2.6186 -20.8738 -4.4142 0.1367 -0.4107 -0.0851
H -1.2131 -20.6405 -5.6004 0.4098 -1.3490 0.2646
H -1.9122 -19.3624 -4.9933 -0.2664 0.4589 0.9736
H 1.2752 -20.2022 -0.2338 0.7816 0.0541 -0.6016
H -0.1326 -20.8282 -0.2976 -0.6278 -0.1680 -0.1294
```
Positions in Å, forces in eV/Å.

Net charge: -1
E in eV: -90562.4950
Molecular weight in g/mol: 307.25

***

DFT (wB97M-V/def2-TZVPD) results for a 2-piece molecular cluster, C5H16NOP2S2 overall.

```
27
Properties=species:S:1:pos:R:3:forces:R:3
C 2.5525 -0.8462 1.2611 2.0511 0.0699 -0.0588
C 2.5102 -0.2665 -1.1508 -1.3732 -1.8610 -2.4751
C 0.9910 -1.9907 -0.2256 -1.6893 -1.2917 -0.7097
C 0.6090 0.1991 0.3342 1.3733 4.0657 -3.2948
C 0.3162 1.3959 -0.2375 1.0311 -2.7544 0.3218
N 1.6850 -0.7325 0.0028 0.7889 2.2062 1.8669
O -4.2300 0.4331 1.0945 3.4239 1.1782 -0.4297
P -3.0458 -0.4776 0.3882 -2.6416 -0.5933 -0.0495
P -1.2299 2.1412 0.0911 -1.9679 0.0084 1.8770
S -3.9911 -1.1259 -1.4528 1.7535 2.9011 -0.4474
S -0.7087 4.0532 -0.2956 -0.4111 2.3852 -0.7387
H 1.9299 -1.1016 2.1720 0.9319 -0.2168 -1.3570
H 3.4553 -1.4674 0.9315 -1.7175 -0.2218 1.0206
H 3.1370 0.0777 1.5011 -1.2580 -0.0761 -0.5166
H 2.0025 -0.8319 -2.0311 0.7945 1.7233 1.0127
H 2.5366 0.8189 -1.2827 -0.0466 -0.4952 0.2518
H 3.4968 -0.7159 -1.1599 0.1848 0.1260 0.6103
H 1.5606 -2.6390 -0.9163 -0.1770 0.0491 0.8556
H 0.7715 -2.3747 0.7812 0.2469 -0.5276 -0.6465
H -0.0221 -1.7760 -0.6868 1.3138 -0.1895 0.2499
H 0.0112 0.0160 1.1144 -1.7066 -1.8718 3.0577
H 0.7816 1.8360 -1.0853 0.6794 0.0621 -0.6390
H -5.1194 0.2800 1.3042 -1.8224 -1.0812 0.0827
H -3.4604 -1.7231 0.8875 0.3618 -0.4225 0.4500
H -1.1622 2.1558 1.5811 -0.1106 -0.2181 -1.3413
H -3.4957 0.1401 -2.0257 -1.0190 -2.2114 0.4995
H -1.8817 4.5220 -0.8947 1.0060 -0.7428 0.5477
```
Positions in Å, forces in eV/Å.

Net charge: +1
E in eV: -49221.2813
Molecular weight in g/mol: 232.27

***

DFT (wB97M-V/def2-TZVPD) results for C35H33AuN7O6S2 as an isolated structure.

```
84
Properties=species:S:1:pos:R:3:forces:R:3
Au -0.8304 -0.1081 0.3848 0.3746 -0.9724 0.3324
C 4.1784 0.7028 2.6175 -0.0371 0.0177 0.0910
O 3.8492 0.5417 1.2443 -0.0829 -0.0295 -0.0778
C 4.7244 1.0112 0.3211 -0.0020 -0.0989 -0.1383
C 5.9087 1.6655 0.6262 0.0407 0.0218 0.0944
C 6.7637 2.0672 -0.3910 0.0142 -0.0027 -0.0417
C 6.4508 1.8229 -1.7163 0.0818 -0.0181 -0.0643
C 5.2597 1.1861 -2.0311 -0.0687 0.0519 0.0639
C 4.3899 0.7912 -1.0280 -0.0260 0.1195 0.0564
N 3.1791 0.1172 -1.3687 0.0985 0.0304 0.0470
C 1.9684 0.4089 -0.8224 0.1416 0.1549 -0.6092
N 1.8058 1.7002 -0.4973 0.3739 0.1153 -0.0478
C 0.9063 2.3358 0.3536 -0.1034 -0.2033 0.0009
C -0.2576 1.7823 0.8480 0.1503 -0.4091 -0.0487
C -1.0851 2.5471 1.6616 -0.4177 -0.1604 0.2394
C -0.7577 3.8551 1.9688 0.0522 -0.0600 -0.1251
C 0.4215 4.4147 1.4920 0.0941 0.0634 -0.0358
C 1.2645 3.6540 0.7042 -0.2592 0.0285 0.1668
O 2.4575 4.0672 0.2121 0.0421 -0.0759 -0.1086
C 2.8967 5.3815 0.5221 0.0936 0.1458 -0.0007
N 1.0143 -0.4910 -0.8002 -1.1843 0.7740 1.1426
C 1.4087 -1.8356 -1.0245 -0.2033 -0.6713 -0.0582
C 2.3480 -2.4084 -0.1525 -0.2227 -0.0556 0.1480
C 2.7557 -3.7157 -0.2802 0.0848 -0.0246 0.1051
C 2.2242 -4.4955 -1.3024 -0.0916 0.0178 -0.1171
C 1.3151 -3.9481 -2.1813 -0.0119 -0.1314 0.0247
C 0.9004 -2.6177 -2.0753 0.2021 0.3149 -0.0612
O 0.0541 -2.2280 -3.0586 -0.2411 0.0091 0.1880
C -0.1223 -0.8579 -3.4100 0.1073 -0.0118 -0.0140
H 3.3634 0.2466 3.1729 0.0157 0.0119 -0.0042
H 4.2491 1.7596 2.8848 0.0023 -0.0141 -0.0187
H 5.1144 0.1963 2.8622 -0.0102 0.0108 -0.0272
H 6.1855 1.8450 1.6557 -0.0196 -0.0038 -0.0314
H 7.6904 2.5628 -0.1346 -0.0067 0.0130 -0.0048
H 7.1262 2.1240 -2.5048 -0.0005 -0.0001 0.0065
H 4.9952 0.9853 -3.0616 -0.0349 0.0358 0.0009
H 3.2662 -0.7927 -1.7953 -0.0202 -0.0161 0.0952
H 2.6021 2.2872 -0.7147 0.0301 -0.0393 -0.0209
H -1.9788 2.1132 2.0923 0.0805 0.0041 -0.0335
H -1.4179 4.4415 2.5923 0.0024 -0.0201 0.0313
H 0.6784 5.4337 1.7434 0.0003 -0.0205 0.0132
H 3.8773 5.4794 0.0659 -0.0122 0.0110 0.0015
H 2.9833 5.5272 1.6008 -0.0213 -0.0517 -0.0052
H 2.2245 6.1324 0.1027 -0.0241 -0.0373 -0.0018
H 2.7459 -1.7838 0.6400 -0.0521 -0.0197 0.0135
H 3.4681 -4.1357 0.4172 0.0264 0.0397 -0.0244
H 2.5396 -5.5224 -1.4325 -0.0303 -0.0029 0.0397
H 0.9071 -4.5283 -2.9984 0.0061 0.0104 -0.0132
H -0.6411 -0.8718 -4.3655 0.0185 -0.0131 0.0071
H 0.8417 -0.3575 -3.5327 0.0040 -0.0138 -0.0016
H -0.7237 -0.3207 -2.6812 -0.0237 0.0136 0.0306
N -0.6392 -3.5310 1.3643 0.5548 -0.0034 -0.3166
C -1.5046 -3.2632 0.3786 -0.3077 -0.5947 -0.3265
N -1.7786 -2.0656 -0.0857 0.6061 0.6102 0.0499
C -2.7749 -2.0932 -1.0541 -0.1111 -0.5259 -0.1885
C -3.2037 -3.3329 -1.3764 0.0353 0.2235 -0.0068
S -2.4101 -4.5202 -0.4197 0.2575 0.2532 0.2331
C -3.3000 -0.8322 -1.5450 -0.4785 0.3215 -0.1720
C -4.4307 -0.6312 -2.2630 0.1444 -0.1571 0.0084
S -4.7246 1.0520 -2.4677 0.3379 0.1494 0.2021
C -3.2816 1.3967 -1.5424 -0.4864 -0.3222 -0.5006
N -2.6546 0.3214 -1.1592 0.2389 0.3898 0.0741
N -2.8469 2.6541 -1.3201 0.1160 0.0297 -0.0093
H -0.5581 -2.7978 2.0573 -0.1178 -0.0011 0.1411
H -0.6706 -4.4571 1.7541 0.0186 -0.0493 0.0249
H -3.9440 -3.6142 -2.1053 -0.0101 0.0300 0.0050
H -5.1125 -1.3631 -2.6617 -0.0256 0.0023 0.0523
H -3.4745 3.4251 -1.4610 -0.0342 0.0010 0.0403
H -2.1299 2.7692 -0.6201 -0.0100 0.0648 0.0460
O -4.4949 0.8883 1.0991 0.1853 0.0945 0.1697
C -5.0546 -0.2965 1.4113 -0.2878 -0.5669 0.1822
C -6.3953 -0.4909 1.0710 0.1330 0.2196 0.0124
C -7.0341 -1.6712 1.3888 -0.0111 -0.0183 -0.0015
C -6.3521 -2.6911 2.0456 0.0692 -0.1028 0.0288
C -5.0215 -2.5152 2.3711 -0.1674 -0.0944 -0.0610
C -4.3528 -1.3332 2.0613 0.5442 0.4893 -0.1166
C -2.8725 -1.2540 2.3772 -0.8590 -0.8827 0.1939
O -2.3157 -2.2179 2.8777 0.0604 0.4501 0.1413
O -2.2638 -0.1338 2.0777 0.6436 1.0398 -1.0261
H -3.5787 0.8212 1.4431 0.0344 0.0829 -0.0857
H -6.9141 0.3229 0.5796 -0.0212 -0.0350 -0.0086
H -8.0783 -1.7991 1.1330 0.0033 0.0145 -0.0133
H -6.8556 -3.6144 2.2982 -0.0083 0.0158 -0.0025
H -4.4659 -3.2995 2.8668 0.0229 0.0342 0.0252
```
Positions in Å, forces in eV/Å.

Net charge: +1
E in eV: -84904.2191
Molecular weight in g/mol: 908.79

***

One value per record, in order, for largest force on an atom: 0.08547; 0.06341; 0.10521; 0.03536 hartree/bohr.